[1]
Entry from the Open Molecules 2025 dataset: a molecular structure, C26H32IInN7OS2 at a distorted geometry (the ωB97M-V functional and the def2-TZVPD basis).

Structure (ORCA input):
```
! RIJCOSX wB97M-V def2-TZVPD def2/J DEFGRID3
* xyz 1 1
In -0.003 -1.610 -0.942
C 2.314 -3.638 2.469
C 1.249 -3.032 1.560
N 1.397 -2.930 0.290
N 2.551 -3.301 -0.321
C 2.622 -3.340 -1.640
N 3.796 -3.664 -2.187
S 1.280 -3.002 -2.658
C -0.088 -2.599 2.064
C -0.557 -2.931 3.337
C -1.756 -2.418 3.673
C -2.509 -1.655 2.810
C -2.009 -1.439 1.529
N -0.770 -1.834 1.222
H 3.231 -3.141 2.234
H 2.431 -4.686 2.402
H 2.147 -3.381 3.564
H 4.590 -4.109 -1.645
H 3.866 -3.652 -3.163
H 0.016 -3.655 3.967
H -2.156 -2.627 4.652
H -3.438 -1.173 3.115
H -2.604 -0.895 0.790
I 2.780 0.036 -0.555
C 1.760 1.472 -1.693
C 2.486 2.513 -2.166
C 1.895 3.541 -2.925
C 0.554 3.521 -3.147
C -0.265 2.448 -2.666
C -1.634 2.671 -2.725
C -2.473 1.760 -2.183
C -1.928 0.566 -1.655
C -0.572 0.379 -1.457
C 0.327 1.376 -1.923
H 3.550 2.564 -2.051
H 2.586 4.283 -3.266
H 0.142 4.363 -3.651
H -2.014 3.538 -3.173
H -3.508 1.977 -2.325
H -2.699 -0.192 -1.474
C -1.408 -2.714 -5.485
N -1.604 -2.440 -4.042
C -1.983 -3.390 -3.173
N -2.102 -4.663 -3.648
S -2.207 -3.032 -1.521
H -0.976 -1.826 -5.932
H -2.350 -2.939 -6.082
H -0.727 -3.526 -5.595
H -1.388 -1.472 -3.725
H -2.149 -4.830 -4.663
H -2.567 -5.328 -3.053
O 0.319 0.583 2.239
C 0.301 1.801 2.254
C 1.505 2.713 2.523
C 1.452 3.292 3.905
C 0.517 4.499 4.118
C -0.954 4.181 3.830
C -1.228 3.863 2.355
N -0.819 2.502 1.903
H 1.681 3.479 1.729
H 2.431 2.082 2.407
H 2.485 3.630 4.173
H 1.260 2.496 4.657
H 0.789 5.265 3.417
H 0.550 4.910 5.163
H -1.536 5.008 4.137
H -1.234 3.306 4.400
H -0.806 4.670 1.682
H -2.285 3.885 2.262
H -1.556 1.892 1.676
*
```

Computed properties:
Maximum force ... 2.8 eV Å⁻¹
LUMO level ... -2.684 eV
Relative energy (zero: lowest compared OMol25 entry of this formula, charge and spin) ... 0.1429 eV
HOMO energy ... -10.401 eV
Kohn-Sham gap ... 7.72 eV

=====

[2]
Entry from the Open Molecules 2025 dataset: a single C26H32N2O5 molecule (the ωB97M-V functional and the def2-TZVPD basis).

Structure (ORCA input):
```
! RIJCOSX wB97M-V def2-TZVPD def2/J DEFGRID3
* xyz 0 1
C 2.916 3.575 -0.565
C 4.114 3.475 -1.501
C 4.260 2.068 -2.091
N 4.443 1.059 -1.081
C 5.669 0.907 -0.344
C 5.362 -0.244 0.560
C 6.197 -0.829 1.489
C 5.700 -1.888 2.232
C 4.401 -2.319 2.039
C 3.540 -1.740 1.106
C 2.160 -2.350 1.087
O 1.878 -3.243 1.870
N 1.300 -1.860 0.185
C -0.066 -2.312 0.088
C -0.343 -2.812 -1.350
C -1.825 -3.074 -1.483
O -2.402 -4.042 -1.064
O -2.430 -2.052 -2.091
C -3.856 -2.077 -2.153
C -4.352 -0.657 -2.351
C -1.048 -1.214 0.428
C -0.923 0.061 -0.116
C -1.872 1.026 0.142
C -2.982 0.745 0.943
O -3.852 1.778 1.111
C -5.060 1.592 1.835
C -6.095 0.842 0.994
C -5.556 2.989 2.197
C -3.103 -0.525 1.495
C -2.139 -1.486 1.237
C 4.048 -0.679 0.345
C 3.485 0.175 -0.732
O 2.383 0.136 -1.267
H 2.806 4.591 -0.195
H 2.005 3.293 -1.086
H 3.035 2.911 0.289
H 5.027 3.747 -0.967
H 3.995 4.175 -2.329
H 5.109 2.037 -2.783
H 3.348 1.802 -2.632
H 6.508 0.694 -1.019
H 5.912 1.814 0.222
H 7.205 -0.470 1.629
H 6.324 -2.374 2.966
H 4.003 -3.136 2.623
H 1.580 -1.106 -0.442
H -0.185 -3.144 0.791
H -0.049 -2.041 -2.061
H 0.214 -3.731 -1.531
H -4.238 -2.511 -1.222
H -4.161 -2.724 -2.983
H -5.438 -0.649 -2.383
H -3.965 -0.253 -3.282
H -4.010 -0.028 -1.533
H -0.083 0.303 -0.748
H -1.785 2.017 -0.276
H -4.855 1.036 2.762
H -5.724 -0.138 0.706
H -7.014 0.718 1.561
H -6.308 1.408 0.091
H -6.475 2.922 2.772
H -4.804 3.509 2.785
H -5.740 3.559 1.291
H -3.937 -0.786 2.127
H -2.250 -2.470 1.667
*
```

Computed properties:
Maximum force ... 0.7 eV Å⁻¹
SMILES ... CCCN1Cc2cccc(C(=O)N[C@H](CC(=O)OCC)c3ccc(OC(C)C)cc3)c2C1=O
LUMO level ... 0.190 eV
Relative energy (zero: lowest compared OMol25 entry of this formula, charge and spin) ... 0.6868 eV
HOMO energy ... -8.207 eV
Kohn-Sham gap ... 8.40 eV

=====

[3]
Entry from the Open Molecules 2025 dataset: a single C26H32N2O5S molecule at a distorted geometry (the ωB97M-V functional and the def2-TZVPD basis).

Structure (ORCA input):
```
! RIJCOSX wB97M-V def2-TZVPD def2/J DEFGRID3
* xyz 0 1
C 1.432 0.612 2.110
C 1.477 1.912 1.318
O 0.417 2.792 1.672
C -0.829 2.396 1.228
C -1.757 1.950 2.158
C -3.013 1.526 1.769
C -3.375 1.543 0.429
C -2.466 2.030 -0.497
C -1.202 2.464 -0.122
O -0.361 2.885 -1.130
C 0.223 4.172 -0.984
C -0.817 5.281 -1.096
H -1.533 5.206 -0.279
H -0.327 6.249 -1.046
H -1.354 5.203 -2.038
H 0.755 4.256 -0.031
H 0.944 4.236 -1.804
H -2.729 2.082 -1.543
C -4.697 0.992 -0.031
H -5.357 0.840 0.824
C -4.483 -0.343 -0.748
N -3.813 -1.269 0.139
C -3.640 -2.559 -0.201
O -4.106 -3.078 -1.197
C -2.804 -3.331 0.803
H -3.238 -3.262 1.800
H -2.712 -4.372 0.504
S -1.087 -2.631 0.954
O -1.288 -1.192 1.185
C -0.643 -2.813 -0.850
C 0.457 -1.864 -1.103
C 0.482 -0.708 -1.833
O 1.709 -0.157 -1.670
C 2.379 -0.986 -0.835
N 1.664 -2.015 -0.478
C 3.727 -0.646 -0.432
C 4.277 0.546 -0.909
C 5.550 0.932 -0.546
C 6.292 0.128 0.303
C 5.753 -1.053 0.780
C 4.474 -1.465 0.430
C 3.924 -2.744 0.968
H 4.651 -3.234 1.610
H 3.653 -3.410 0.152
H 3.012 -2.555 1.530
H 6.338 -1.674 1.442
H 7.290 0.422 0.595
H 5.962 1.856 -0.922
H 3.688 1.164 -1.569
C -0.498 -0.038 -2.718
H -1.481 -0.480 -2.583
H -0.535 1.023 -2.479
H -0.203 -0.144 -3.763
H -1.508 -2.612 -1.475
H -0.316 -3.845 -0.959
H -3.140 -0.857 0.783
H -3.886 -0.185 -1.656
H -5.435 -0.790 -1.049
H -5.180 1.684 -0.723
H -3.709 1.166 2.513
H -1.461 1.918 3.195
H 2.390 2.470 1.546
H 1.454 1.700 0.242
H 1.432 0.827 3.176
H 0.532 0.051 1.865
H 2.303 0.010 1.870
*
```

Computed properties:
Maximum force ... 1.5 eV Å⁻¹
LUMO level ... 0.577 eV
Relative energy (zero: lowest compared OMol25 entry of this formula, charge and spin) ... 1.4639 eV
HOMO energy ... -8.186 eV
Kohn-Sham gap ... 8.76 eV

=====

[4]
Entry from the Open Molecules 2025 dataset: a single C26H32N2O5S molecule at a distorted geometry (the ωB97M-V functional and the def2-TZVPD basis).

Structure (ORCA input):
```
! RIJCOSX wB97M-V def2-TZVPD def2/J DEFGRID3
* xyz 0 1
C 1.280 4.135 1.951
C 1.379 3.663 0.505
O 1.758 2.301 0.399
C 0.998 1.332 1.004
C 1.711 0.279 1.566
C 1.075 -0.802 2.143
C -0.309 -0.842 2.198
C -1.030 0.210 1.650
C -0.408 1.290 1.037
O -1.099 2.315 0.446
C -2.480 2.468 0.727
C -2.924 3.804 0.152
H -3.981 3.950 0.352
H -2.360 4.617 0.602
H -2.766 3.823 -0.924
H -3.058 1.654 0.270
H -2.643 2.450 1.812
H -2.107 0.171 1.689
C -1.023 -2.027 2.783
H -0.548 -2.331 3.717
C -0.981 -3.215 1.806
N -1.551 -2.859 0.532
C -2.785 -3.240 0.145
O -3.482 -4.026 0.750
C -3.203 -2.541 -1.133
H -2.453 -2.685 -1.905
H -4.190 -2.860 -1.457
S -3.303 -0.728 -0.717
O -4.699 -0.336 -0.911
C -2.433 -0.086 -2.245
C -0.970 -0.093 -2.047
C -0.057 0.884 -2.340
O 1.165 0.410 -2.012
C 0.969 -0.822 -1.517
N -0.296 -1.162 -1.519
C 2.053 -1.660 -1.049
C 1.734 -2.971 -0.682
C 2.697 -3.823 -0.184
C 4.001 -3.376 -0.051
C 4.328 -2.089 -0.438
C 3.379 -1.211 -0.947
C 3.801 0.158 -1.372
H 3.635 0.290 -2.441
H 4.858 0.310 -1.165
H 3.225 0.924 -0.855
H 5.352 -1.754 -0.346
H 4.764 -4.031 0.343
H 2.433 -4.832 0.096
H 0.718 -3.308 -0.809
C -0.188 2.257 -2.885
H -0.798 2.259 -3.786
H -0.657 2.904 -2.144
H 0.800 2.647 -3.113
H -2.795 0.931 -2.391
H -2.748 -0.703 -3.085
H -1.043 -2.189 -0.042
H -1.570 -4.045 2.204
H 0.054 -3.536 1.660
H -2.064 -1.775 2.986
H 1.661 -1.606 2.561
H 2.788 0.330 1.538
H 0.435 3.846 -0.016
H 2.182 4.195 -0.014
H 0.472 3.618 2.464
H 2.209 3.932 2.478
H 1.084 5.203 1.975
*
```

Computed properties:
Maximum force ... 1.5 eV Å⁻¹
LUMO level ... 0.365 eV
Relative energy (zero: lowest compared OMol25 entry of this formula, charge and spin) ... 1.5567 eV
HOMO energy ... -8.272 eV
Kohn-Sham gap ... 8.64 eV